No. 1
DFT (ωB97M-V/def2-TZVPD) results for C50H43Cl2F3MnN2O5Si2 as an isolated structure.

Output
Calculated total energy: -146036.8473 eV
Energy above the lowest of the compared OMol25 structures with the same formula, charge and spin: 0.0 kcal per mole
Frontier orbital gap (spin up / spin down): 6.69 / 7.35 eV
Max |F|: 0.0112 hartree/bohr
<S²>: 3.870
LUMO (spin up / spin down): -0.02871 / -0.00475 Eh
Net charge: 0
Spin multiplicity: 4
Highest occupied orbital energy (spin up / spin down): -7.47 / -7.47 eV

Structure (XYZ):
```
108
Properties=species:S:1:pos:R:3:forces:R:3
Mn -0.78268 0.25802 0.70159 -0.129 0.525 -0.193
C -2.45059 -0.45072 3.66924 0.004 -0.003 -0.011
Si -1.67890 1.25476 3.52881 -0.066 0.073 0.021
C -2.92231 2.39704 4.35889 0.019 -0.039 -0.003
C -0.08352 1.36478 4.50226 -0.004 0.033 -0.026
N -1.39503 1.64481 1.82838 -0.050 0.091 0.116
C -1.45547 2.90101 1.22251 0.042 -0.015 0.004
C -1.67190 4.11802 1.87423 0.001 -0.007 -0.040
C -1.74260 5.31404 1.17031 0.001 0.002 0.023
C -1.58567 5.34441 -0.20379 -0.001 0.005 -0.005
C -1.33193 4.15841 -0.88309 0.009 -0.006 0.005
C -1.26112 2.98951 -0.16327 -0.032 0.067 -0.014
O -0.95683 1.75708 -0.75004 -0.061 -0.100 0.099
C -0.67148 1.67478 -2.11956 0.027 0.000 -0.037
C 0.60822 1.96795 -2.55219 -0.014 0.005 -0.004
C 0.90293 1.80658 -3.89833 0.014 0.005 0.007
C -0.07565 1.36603 -4.78022 -0.010 0.000 -0.002
C -1.35705 1.09177 -4.32140 0.012 0.009 -0.011
C -1.66643 1.24892 -2.97704 0.002 0.000 0.040
H -2.04878 -0.96207 4.54763 -0.004 -0.001 0.018
H -2.30041 -1.10346 2.81131 0.020 0.006 0.027
H -3.52855 -0.35033 3.81753 -0.011 -0.004 -0.020
H -3.28742 1.86452 5.24205 -0.012 -0.002 -0.006
H -3.78960 2.60694 3.72898 0.006 0.014 -0.022
H -2.51177 3.34379 4.70815 0.014 0.020 -0.014
H -0.24766 1.01902 5.52606 -0.008 0.011 0.010
H 0.26513 2.39945 4.55957 0.013 0.004 -0.020
H 0.72256 0.76155 4.08146 0.017 -0.060 -0.027
H -1.78146 4.13597 2.94515 -0.020 -0.026 0.085
H -1.92157 6.23188 1.71507 -0.003 0.004 0.000
H -1.64755 6.27555 -0.74917 0.001 0.003 -0.001
H -1.18362 4.14736 -1.95441 0.000 0.010 0.004
H 1.35244 2.31058 -1.84530 0.007 -0.002 0.014
H 1.90220 2.01888 -4.25461 0.005 0.001 -0.002
H 0.16060 1.23643 -5.82801 0.003 -0.001 -0.006
H -2.11892 0.74885 -5.00844 -0.006 -0.002 0.000
H -2.65458 1.04090 -2.59072 -0.024 -0.008 0.001
C 3.36112 4.38838 0.19861 0.008 0.010 0.004
C 2.32556 4.24702 1.10966 0.008 0.008 -0.001
C 1.80116 2.98851 1.36761 0.036 0.013 -0.050
C 2.29769 1.85845 0.71182 -0.008 0.016 0.097
C 3.35418 2.01423 -0.19339 -0.012 -0.070 -0.027
C 3.87871 3.27224 -0.44715 -0.004 -0.003 -0.011
Si 1.50206 0.22372 1.07533 -0.235 -0.298 0.094
C 2.44890 -0.87367 2.21219 0.135 0.089 -0.056
C 3.81869 -0.63244 2.36371 -0.001 0.025 0.041
C 4.57619 -1.39023 3.24309 -0.008 -0.018 -0.006
C 3.97004 -2.38944 3.99010 0.001 0.001 -0.006
C 2.61372 -2.64486 3.84463 0.005 -0.020 -0.004
C 1.85849 -1.89486 2.95892 -0.054 -0.044 -0.048
H 3.76883 5.36948 -0.00837 0.000 0.004 -0.005
H 1.91748 5.11468 1.61173 -0.008 -0.003 0.004
H 0.98451 2.88943 2.07082 0.000 0.000 0.032
H 3.74846 1.14976 -0.71451 0.010 0.011 0.006
H 4.69052 3.38259 -1.15467 0.006 0.000 0.004
H -0.31814 -0.54708 1.94109 0.325 0.054 -0.040
H 4.29750 0.15735 1.79684 -0.005 0.007 0.002
H 5.63574 -1.19740 3.34810 0.002 0.001 0.003
H 4.55737 -2.97468 4.68604 0.003 -0.009 -0.001
H 2.14364 -3.43281 4.41828 -0.004 -0.003 0.000
H 0.80223 -2.11227 2.84714 -0.018 0.004 0.002
Cl 4.46734 -3.66918 -2.13638 -0.100 0.029 -0.029
C 3.74147 -4.34294 -0.70049 0.009 0.027 -0.001
C 4.64298 -4.63297 0.31549 -0.012 -0.006 -0.003
C 4.22299 -5.15329 1.52145 -0.003 0.014 0.014
C 2.87067 -5.38844 1.70345 -0.004 0.001 -0.011
C 1.97773 -5.10820 0.69172 0.030 0.003 0.014
Cl 0.30409 -5.46632 0.98130 -0.001 0.016 0.014
C 2.35676 -4.56629 -0.56004 -0.031 -0.222 -0.043
N 1.36483 -4.34466 -1.49656 0.048 0.363 0.130
C 1.56560 -3.98813 -2.85617 0.103 -0.153 0.007
C 2.03008 -4.94959 -3.74398 0.072 0.048 0.012
C 2.30995 -4.61645 -5.05885 0.011 -0.004 0.007
C 2.10533 -3.31793 -5.49950 -0.008 0.009 -0.027
C 1.58103 -2.37221 -4.63022 -0.087 -0.045 -0.025
C 1.28769 -2.69725 -3.31390 0.033 -0.026 0.048
C 0.65112 -1.70715 -2.38631 -0.160 0.043 -0.018
C 1.57881 -1.06006 -1.41675 -0.028 0.004 0.096
O 2.76406 -0.93435 -1.44052 0.025 -0.051 -0.057
O 0.88461 -0.51844 -0.33524 -0.035 -0.131 -0.019
H 5.68919 -4.43101 0.13256 0.006 -0.002 0.004
H 4.93427 -5.37134 2.30578 0.005 -0.005 0.003
H 2.49057 -5.80464 2.62616 0.002 -0.005 0.005
H 0.42092 -4.16961 -1.12460 -0.025 -0.024 -0.020
H 2.19880 -5.95225 -3.37313 0.009 -0.013 -0.008
H 2.69135 -5.36812 -5.73750 0.002 -0.006 0.001
H 2.33406 -3.04682 -6.52207 -0.005 0.003 -0.002
H 1.38421 -1.36420 -4.97736 -0.001 0.010 -0.004
H -0.14550 -2.19790 -1.81116 -0.036 -0.003 0.001
H 0.15471 -0.90371 -2.94224 0.120 0.029 -0.021
F -7.64885 3.38851 -0.49978 0.000 -0.001 0.006
C -7.31078 2.47714 -1.42527 -0.004 0.007 -0.009
F -7.05728 3.15109 -2.56662 0.005 -0.001 -0.006
F -8.40329 1.72663 -1.66302 -0.002 -0.008 -0.001
C -6.13903 1.63931 -1.00736 -0.005 -0.008 0.000
C -5.75992 0.56888 -1.81157 -0.017 0.027 0.014
C -4.66670 -0.19907 -1.46493 0.006 -0.025 0.012
C -3.93126 0.09263 -0.30767 -0.070 -0.067 -0.107
C -4.33364 1.15417 0.49685 0.032 0.021 0.004
C -5.43189 1.92510 0.14729 -0.008 -0.004 -0.010
C -2.76825 -0.71473 -0.01348 0.136 0.161 0.074
C -2.17974 -1.77886 0.15999 0.058 -0.416 0.046
H -6.32553 0.33647 -2.70477 0.001 0.000 -0.004
H -4.36626 -1.03824 -2.07918 0.002 0.005 -0.004
H -3.77743 1.38324 1.39355 0.005 0.001 -0.013
H -5.73190 2.75160 0.77626 -0.001 0.004 0.002
O -1.49488 -2.80755 0.36377 -0.061 0.001 -0.064
O -1.37077 -3.51200 -0.94619 0.039 0.010 -0.057
```
Forces are in eV/Å.



No. 2
DFT (ωB97M-V/def2-TZVPD) results for an isolated molecule of C3H9NO2.

Output
Calculated total energy: -8841.1902 eV
Energy above the lowest of the compared OMol25 structures with the same formula, charge and spin: 40.7 kcal per mole
Frontier orbital gap: 10.12 eV
SMILES: NC(CO)CO
Max |F|: 0.0339 hartree/bohr
LUMO: 0.03461 Eh
Net charge: 0
Highest occupied orbital energy: -9.18 eV

Structure (XYZ):
```
15
Properties=species:S:1:pos:R:3:forces:R:3
N 1.18198 -0.96803 -0.34966 0.363 0.473 -0.235
C 0.21952 -0.10982 0.30106 -1.311 -0.353 -0.082
C 0.38742 1.35780 -0.08570 -1.632 -0.431 0.434
O 1.44762 1.97788 0.61767 0.155 -0.310 -0.669
C -1.16900 -0.61782 -0.13740 -0.834 0.736 0.225
O -1.67593 -1.61588 0.78108 0.525 0.133 -0.950
H 2.13814 -0.80068 -0.07642 -0.003 -0.219 0.192
H 0.92533 -1.94135 -0.32398 0.198 -0.075 0.294
H 0.13835 -0.17795 1.40447 0.526 0.042 -0.195
H -0.56054 1.87598 0.18961 0.422 -0.252 -0.129
H 0.45442 1.39735 -1.17904 0.456 0.179 0.072
H 1.73104 2.65408 0.00420 0.517 0.422 0.210
H -1.20252 -0.99494 -1.16457 0.565 -0.188 0.074
H -1.90841 0.19449 -0.16322 0.246 0.175 0.286
H -2.10741 -2.23108 0.18189 -0.195 -0.331 0.474
```
Forces are in eV/Å.



No. 3
DFT (ωB97M-V/def2-TZVPD) results for a 2-piece molecular cluster, C2H5FS2 overall.

Output
Calculated total energy: -26541.6108 eV
Energy above the lowest of the compared OMol25 structures with the same formula, charge and spin: 27.1 kcal per mole
Frontier orbital gap: 8.99 eV
SMILES: CC(F)=S.S
Max |F|: 0.0728 hartree/bohr
LUMO: -0.01828 Eh
Net charge: 0
Highest occupied orbital energy: -9.49 eV

Structure (XYZ):
```
10
Properties=species:S:1:pos:R:3:forces:R:3
C -0.03641 -1.39224 -0.50401 -1.019 -3.401 -1.185
C -0.41995 -0.19176 -1.15646 0.109 2.360 -1.962
F -1.70961 0.17348 -1.04478 0.885 -0.073 0.054
S 0.66571 0.60424 -2.12495 -1.640 -0.217 0.878
H 0.16929 -1.47685 0.49715 -0.135 0.712 2.814
H -0.63167 -2.32158 -0.74245 -0.055 1.219 0.063
H 0.88568 -1.58472 -0.93667 1.866 -0.675 -0.722
S 0.36219 3.04861 0.95110 -0.221 0.654 0.845
H 0.52789 2.25494 -0.04850 -0.689 -0.856 -1.671
H 1.60759 2.66396 1.12156 0.899 0.277 0.886
```
Forces are in eV/Å.



No. 4
DFT (ωB97M-V/def2-TZVPD) results for a 2-piece molecular cluster, C3H5N2O overall.

Output
Calculated total energy: -8206.3497 eV
Energy above the lowest of the compared OMol25 structures with the same formula, charge and spin: 157.8 kcal per mole
Frontier orbital gap (spin up / spin down): 6.32 / 6.32 eV
Max |F|: 0.0775 hartree/bohr
LUMO (spin up / spin down): -0.30173 / -0.30169 Eh
Net charge: +1
Highest occupied orbital energy (spin up / spin down): -14.53 / -14.53 eV

Structure (XYZ):
```
11
Properties=species:S:1:pos:R:3:forces:R:3
C 2.03749 0.62912 0.30778 1.203 -2.172 -2.061
C 1.97475 -0.63489 -0.32087 2.397 1.046 0.337
C -2.71132 -0.00394 0.00212 0.639 -1.765 -1.989
N 0.77390 1.00392 0.49028 0.113 1.020 1.811
N 0.03236 0.05915 0.22981 -3.784 0.173 -1.230
O 0.68905 -0.93251 -0.41311 0.757 -1.365 0.270
H 2.88564 1.24947 0.49721 0.163 0.175 0.147
H 2.82850 -1.33200 -0.69775 -2.196 1.276 0.674
H -3.22856 0.65197 0.63567 -0.018 0.952 1.625
H -2.82753 0.37293 -1.06381 0.915 -1.010 1.139
H -2.45428 -1.06323 0.33267 -0.189 1.671 -0.722
```
Forces are in eV/Å.



Question: Which formula does entry 4 have?
Answer: C3H5N2O